74
Properties=species:S:1:pos:R:3 method="wB97M-V/def2-TZVPD" e_lumo_ha=-0.0055 de_lowest_kcal_mol=23.2 homo_lumo_gap_ev=8.0
K 0.456 1.834 -0.111
O 3.763 2.091 1.119
N 3.144 2.719 0.060
C 3.332 2.112 -1.039
C 2.720 2.674 -2.264
C 2.999 4.011 -2.561
C 2.510 4.605 -3.712
C 1.742 3.859 -4.594
C 1.451 2.538 -4.302
C 1.910 1.927 -3.134
P 1.455 0.173 -2.762
C -0.380 0.245 -2.620
C -0.992 -0.959 -2.265
C -2.362 -1.026 -2.070
C -3.140 0.112 -2.221
C -2.544 1.316 -2.563
C -1.169 1.385 -2.761
C 1.677 -0.592 -4.408
C 0.654 -0.772 -5.336
C 0.921 -1.360 -6.564
C 2.210 -1.770 -6.878
C 3.233 -1.598 -5.958
C 2.965 -1.021 -4.725
H 3.502 2.601 1.894
H 3.887 1.176 -1.061
H 3.628 4.572 -1.882
H 2.745 5.639 -3.926
H 1.372 4.304 -5.509
H 0.849 1.962 -4.995
H -0.388 -1.848 -2.118
H -2.812 -1.962 -1.765
H -4.208 0.062 -2.053
H -3.145 2.210 -2.670
H -0.712 2.334 -3.012
H -0.356 -0.459 -5.100
H 0.119 -1.498 -7.278
H 2.415 -2.230 -7.836
H 4.238 -1.924 -6.193
H 3.764 -0.905 -4.001
O -0.381 0.551 1.639
Si -0.878 -0.312 2.858
C -2.180 0.457 3.994
C -3.501 0.556 3.540
C -4.491 1.147 4.310
C -4.181 1.659 5.565
C -2.879 1.577 6.034
C -1.893 0.983 5.254
C -1.645 -1.927 2.211
C -2.660 -2.644 2.849
C -3.159 -3.827 2.315
C -2.646 -4.324 1.125
C -1.633 -3.630 0.474
C -1.145 -2.447 1.014
C 0.600 -0.774 3.964
C 1.878 -0.365 3.579
C 3.003 -0.696 4.324
C 2.871 -1.453 5.480
C 1.611 -1.879 5.880
C 0.494 -1.542 5.125
H -3.759 0.155 2.564
H -5.506 1.207 3.936
H -4.953 2.115 6.173
H -2.627 1.974 7.010
H -0.879 0.928 5.635
H -3.079 -2.268 3.777
H -3.948 -4.362 2.831
H -3.032 -5.246 0.707
H -1.221 -4.018 -0.451
H -0.359 -1.900 0.503
H 1.979 0.217 2.669
H 3.984 -0.369 3.999
H 3.745 -1.716 6.064
H 1.499 -2.476 6.777
H -0.483 -1.888 5.451

***

83
Properties=species:S:1:pos:R:3 method="wB97M-V/def2-TZVPD" charge=+2 e_lumo_ha="-0.2950 / -0.2571" de_lowest_kcal_mol=87.8 multiplicity=2 homo_lumo_gap_ev="4.6 / 5.7"
Ru 0.487 0.533 -2.080
Se 1.386 3.087 -2.714
P -0.510 3.584 -1.732
Se -1.897 2.065 -2.510
C -0.293 3.384 0.084
C -0.434 4.453 0.959
C -0.264 4.247 2.319
C 0.030 2.984 2.809
C 0.208 1.925 1.931
C 0.062 2.133 0.576
C -1.207 5.227 -2.064
C -0.605 6.093 -2.966
C -1.206 7.311 -3.236
C -2.395 7.650 -2.611
C -2.995 6.778 -1.713
C -2.411 5.556 -1.441
H -0.661 5.441 0.587
H -0.357 5.081 2.995
H 0.151 2.820 3.870
H 0.476 0.946 2.298
H 0.240 1.285 -0.121
H 0.329 5.818 -3.440
H -0.744 7.988 -3.938
H -2.861 8.597 -2.829
H -3.921 7.049 -1.230
H -2.877 4.866 -0.749
C -4.314 -0.344 0.277
N -3.293 -0.682 -0.691
C -1.965 -0.623 -0.567
N -1.391 -0.959 -1.719
C -2.449 -1.231 -2.527
N -3.598 -1.077 -1.924
C -3.770 -0.346 1.681
C -3.867 0.758 2.520
C -3.379 0.697 3.819
C -2.765 -0.451 4.291
C -2.635 -1.546 3.441
C -3.158 -1.496 2.152
C -1.878 -2.737 3.773
N -1.668 -3.384 4.879
N -0.880 -4.409 4.609
C -0.599 -4.378 3.339
O -1.210 -3.324 2.753
C 0.281 -5.183 2.525
C 0.607 -6.502 2.821
C 1.433 -7.192 1.952
C 1.963 -6.573 0.830
C 1.651 -5.249 0.536
C 2.245 -4.571 -0.688
N 2.214 -3.137 -0.575
C 1.280 -2.298 -1.026
N 1.538 -1.068 -0.589
C 2.670 -1.224 0.144
N 3.092 -2.460 0.165
C 0.790 -4.572 1.376
H -5.112 -1.083 0.166
H -4.734 0.633 0.018
H -1.457 -0.388 0.349
H -2.360 -1.553 -3.545
H -4.330 1.669 2.166
H -3.486 1.552 4.472
H -2.367 -0.500 5.291
H -3.085 -2.367 1.518
H 0.213 -6.968 3.711
H 1.680 -8.223 2.153
H 2.622 -7.127 0.182
H 1.689 -4.855 -1.588
H 3.284 -4.888 -0.802
H 0.443 -2.575 -1.639
H 3.157 -0.436 0.682
H 0.506 -3.550 1.173
S 2.035 -0.592 -3.824
C 3.612 -0.290 -3.253
N 4.642 -0.975 -3.812
C 5.932 -0.769 -3.483
C 6.270 0.183 -2.560
C 5.243 0.912 -1.940
C 3.934 0.654 -2.259
H 4.416 -1.656 -4.532
H 6.671 -1.377 -3.984
H 7.302 0.367 -2.313
H 5.484 1.675 -1.215
H 3.122 1.185 -1.770

***

83
Properties=species:S:1:pos:R:3 method="wB97M-V/def2-TZVPD" charge=+1 e_lumo_ha="-0.1093 / -0.2196" multiplicity=5 homo_lumo_gap_ev="7.7 / 4.8"
Ru -0.991 -0.186 -0.104
C 1.684 -4.270 2.216
C 0.979 -2.960 2.284
C 0.169 -2.465 3.288
C -0.249 -1.199 2.859
N 0.262 -0.973 1.635
N 1.033 -2.026 1.310
B 1.920 -2.012 0.062
N 2.851 -0.755 0.097
N 2.412 0.472 0.090
C 3.524 1.274 0.071
C 4.698 0.469 0.059
C 4.245 -0.809 0.075
C 5.026 -2.073 0.068
C 3.467 2.693 0.072
C 4.655 3.463 0.092
C 4.586 4.832 0.119
C 3.342 5.475 0.124
C 2.162 4.732 0.081
C 2.220 3.359 0.056
N 1.096 -1.947 -1.245
N 0.292 -0.907 -1.570
C -0.087 -1.065 -2.863
C 0.474 -2.249 -3.341
C 1.219 -2.774 -2.298
C 2.030 -4.022 -2.295
C -1.000 -0.161 -3.561
C -1.043 1.195 -3.241
C -1.986 2.023 -3.826
C -2.877 1.508 -4.757
C -2.796 0.173 -5.128
C -1.865 -0.660 -4.534
C -1.083 -0.210 3.546
C -1.038 1.135 3.170
C -1.865 2.064 3.781
C -2.737 1.664 4.783
C -2.758 0.336 5.191
C -1.931 -0.592 4.584
H 1.445 -4.858 3.098
H 2.766 -4.136 2.175
H 1.375 -4.824 1.329
H -0.043 -2.944 4.229
H 2.595 -2.983 0.043
H 5.725 0.788 0.045
H 6.087 -1.836 0.068
H 4.801 -2.669 -0.816
H 4.805 -2.679 0.947
H 5.621 2.978 0.096
H 5.495 5.417 0.138
H 3.298 6.555 0.160
H 1.201 5.229 0.063
H 1.317 2.769 0.018
H 0.382 -2.646 -4.337
H 1.854 -4.564 -3.221
H 1.764 -4.660 -1.452
H 3.097 -3.802 -2.230
H -0.294 1.599 -2.576
H -2.018 3.074 -3.564
H -3.623 2.148 -5.209
H -3.470 -0.225 -5.874
H -1.830 -1.709 -4.799
H -0.305 1.456 2.440
H -1.822 3.105 3.485
H -3.382 2.388 5.262
H -3.431 0.024 5.980
H -1.963 -1.629 4.893
Br -3.884 -1.942 1.781
C -4.085 -0.320 0.852
C -5.380 0.076 0.557
C -5.587 1.300 -0.048
C -4.494 2.119 -0.278
C -3.241 1.644 0.031
N -3.012 0.419 0.551
C -2.013 2.514 -0.167
O -2.118 3.715 -0.242
O -0.903 1.843 -0.212
H -6.200 -0.583 0.798
H -6.585 1.621 -0.311
H -4.585 3.110 -0.697
O -2.869 -1.388 -1.563
C -2.370 -2.371 -1.010
O -1.435 -2.288 -0.145
H -2.721 -3.389 -1.237

***

100
Properties=species:S:1:pos:R:3 method="wB97M-V/def2-TZVPD" charge=+1 e_lumo_ha=-0.2253 de_lowest_kcal_mol=271.6 homo_lumo_gap_ev=5.0
O 4.348 3.539 0.688
P 5.172 2.316 1.258
O 5.336 2.353 3.027
O 6.844 2.259 0.660
N 4.396 0.707 0.910
C 4.864 -0.207 -0.170
C 4.332 -1.688 -0.603
F 4.861 -2.539 -1.707
C 3.054 -2.157 0.377
C 2.305 -3.606 0.237
C 2.726 -4.553 1.533
C 4.159 -4.124 2.225
O 4.408 -5.142 3.300
C 2.723 -0.962 1.436
B 1.423 -1.300 2.447
O 0.038 -0.828 2.178
O 1.797 -2.103 3.665
N 3.339 0.354 1.687
H 5.267 1.400 3.374
H 7.100 1.290 0.861
H 5.774 0.209 -0.823
H 1.142 -3.539 0.067
H 2.784 -4.147 -0.712
H 2.753 -5.700 1.289
H 1.895 -4.387 2.370
H 4.126 -3.085 2.787
H 5.088 -4.222 1.489
H 5.400 -5.254 3.401
H -0.236 -0.387 3.058
H 2.742 -1.802 3.915
C 1.333 3.003 -2.967
C 1.330 3.445 -4.226
C 2.525 4.113 -4.814
O 2.499 4.491 -5.979
C 3.704 4.297 -3.954
C 3.705 3.858 -2.694
C 2.521 3.166 -2.115
O 2.558 2.757 -0.959
O 4.809 4.030 -1.879
O 0.216 3.298 -5.032
H 0.472 2.514 -2.528
H 4.559 4.800 -4.388
H 4.563 3.627 -1.018
H 0.464 3.695 -5.895
C -2.188 -5.492 0.050
C -3.298 -6.233 0.016
C -3.665 -7.019 -1.195
O -4.681 -7.705 -1.190
C -2.781 -6.933 -2.367
C -1.673 -6.189 -2.333
C -1.292 -5.426 -1.114
O -0.258 -4.765 -1.107
O -0.839 -6.102 -3.433
O -4.147 -6.298 1.105
H -1.908 -4.917 0.924
H -3.069 -7.495 -3.246
H -0.108 -5.507 -3.158
H -4.875 -6.898 0.833
C 2.394 3.990 5.119
C 2.617 4.355 3.855
C 2.783 5.787 3.481
O 3.006 6.089 2.314
C 2.665 6.795 4.545
C 2.438 6.431 5.809
C 2.300 4.998 6.187
O 2.110 4.693 7.360
O 2.323 7.374 6.813
O 2.704 3.414 2.846
H 2.274 2.953 5.406
H 2.769 7.833 4.256
H 2.162 6.861 7.635
H 2.871 3.926 2.025
C -1.607 -0.514 -4.249
C -1.474 -1.407 -3.267
C -2.652 -1.879 -2.486
O -2.501 -2.715 -1.602
C -3.968 -1.309 -2.812
C -4.100 -0.413 -3.791
C -2.927 0.038 -4.590
O -3.083 0.849 -5.497
O -5.334 0.129 -4.101
O -0.236 -1.929 -2.939
H -0.760 -0.164 -4.826
H -4.812 -1.647 -2.225
H -5.167 0.749 -4.844
H -0.404 -2.553 -2.199
C -8.579 2.009 -0.775
C -7.519 1.360 -1.262
C -6.501 0.754 -0.360
O -5.548 0.148 -0.837
C -6.682 0.915 1.091
C -7.740 1.566 1.578
C -8.772 2.148 0.677
O -9.743 2.725 1.155
O -7.915 1.723 2.941
O -7.329 1.228 -2.625
H -9.327 2.452 -1.419
H -5.925 0.485 1.734
H -8.753 2.226 3.039
H -6.494 0.719 -2.724

***

84
Properties=species:S:1:pos:R:3 method="wB97M-V/def2-TZVPD" e_lumo_ha=-0.0037 de_lowest_kcal_mol=40.7 homo_lumo_gap_ev=7.4
Ca 0.170 -0.071 -0.579
O -2.575 -0.426 -5.665
C -3.244 0.441 -4.938
O -4.248 0.986 -5.335
C -2.724 0.743 -3.575
C -3.235 1.739 -2.757
N -2.535 1.712 -1.617
N -1.602 0.771 -1.638
C -1.682 0.164 -2.805
C -0.733 -0.973 -3.087
O -0.683 -1.419 -4.242
O -0.072 -1.387 -2.114
H -1.772 -0.835 -5.183
H -4.041 2.421 -2.940
H -2.554 2.355 -0.837
Cl -2.241 0.647 1.465
C -2.927 -0.504 2.553
C -3.681 -0.087 3.633
C -4.193 -1.037 4.500
C -3.939 -2.381 4.282
C -3.190 -2.787 3.191
C -2.682 -1.853 2.295
P -1.627 -2.236 0.832
C -1.473 -4.054 1.045
C -0.346 -4.528 1.710
C -0.181 -5.886 1.926
C -1.128 -6.782 1.458
C -2.245 -6.318 0.784
C -2.425 -4.961 0.585
C -2.854 -2.172 -0.519
C -4.033 -1.438 -0.484
C -4.808 -1.322 -1.627
C -4.424 -1.944 -2.804
C -3.270 -2.714 -2.832
C -2.487 -2.819 -1.699
H -3.860 0.964 3.793
H -4.786 -0.722 5.345
H -4.328 -3.118 4.968
H -2.998 -3.838 3.032
H 0.406 -3.829 2.059
H 0.691 -6.250 2.447
H -0.994 -7.842 1.608
H -2.979 -7.013 0.406
H -3.308 -4.608 0.070
H -4.358 -0.967 0.434
H -5.718 -0.741 -1.589
H -5.026 -1.835 -3.694
H -2.965 -3.210 -3.741
H -1.574 -3.401 -1.718
Br 2.410 -1.686 0.774
C 3.679 -1.098 -0.565
C 4.860 -1.785 -0.574
C 5.854 -1.447 -1.502
C 5.625 -0.432 -2.384
C 4.412 0.286 -2.371
C 4.198 1.330 -3.291
C 3.026 2.028 -3.276
C 2.026 1.706 -2.344
C 2.152 0.702 -1.402
C 3.374 -0.028 -1.433
H 5.032 -2.586 0.129
H 6.784 -1.996 -1.505
H 6.377 -0.156 -3.110
H 4.972 1.549 -4.014
H 2.860 2.824 -3.992
H 1.109 2.284 -2.376
C -0.053 6.053 -2.729
C 1.036 5.411 -1.866
C 0.492 4.638 -0.722
N -0.285 3.628 -0.823
N -0.606 3.038 0.332
C -0.067 3.605 1.367
N -0.292 3.227 2.642
S 0.934 4.994 0.954
H 0.419 6.576 -3.557
H -0.636 6.768 -2.153
H -0.724 5.297 -3.128
H 1.715 6.180 -1.492
H 1.609 4.712 -2.482
H -0.530 2.249 2.748
H 0.323 3.603 3.348
O 0.734 0.507 2.500
H 1.695 0.576 2.495
H 0.530 -0.357 2.873